# 1
# C19H34IrN4O2P

A molecular structure, C19H34IrN4O2P (wB97M-V/def2-TZVPD, the OMol25 dataset).

XYZ file:
```
61
Properties=species:S:1:pos:R:3:forces:R:3
Ir -0.31636 -0.98678 0.62898 0.434 -0.543 0.391
N -1.66740 -0.36134 2.15675 0.025 -0.023 -0.202
C -1.27842 -1.00477 3.44705 0.093 0.035 -0.046
C -0.86853 -2.42804 3.15227 0.005 -0.060 -0.023
N 0.18235 -2.41110 2.09279 -0.050 0.068 -0.142
H -1.58535 0.64831 2.25001 -0.081 0.015 0.043
H -2.64343 -0.54645 1.94405 -0.008 -0.021 0.051
H -2.08846 -0.96471 4.17314 -0.028 -0.020 -0.022
H -0.43304 -0.44301 3.83889 -0.015 -0.004 0.033
H -1.71660 -2.98697 2.76100 -0.012 -0.049 0.042
H -0.51333 -2.93706 4.04773 0.022 0.036 0.011
H 0.35552 -3.35892 1.76988 0.041 0.040 -0.102
H 1.06167 -2.07914 2.48721 0.009 0.016 0.018
O 3.25473 -1.23768 -1.63783 -0.047 -0.018 0.072
C 2.20321 -1.36091 -1.12948 0.155 0.235 -0.064
N 1.12002 -1.53492 -0.65984 -0.025 -0.161 0.062
C -0.57281 3.13004 -2.79531 0.015 0.000 0.014
C -1.77988 2.39420 -2.19670 -0.031 -0.022 -0.008
C -2.62744 3.34429 -1.33658 -0.008 0.004 -0.012
C -2.62968 1.74948 -3.30236 0.014 -0.007 -0.008
C -1.28142 1.31686 -1.32220 0.060 0.021 -0.015
N -0.89683 0.48080 -0.63996 -0.005 0.094 0.141
H -0.94302 3.86257 -3.51182 0.000 0.009 0.009
H 0.09494 2.44670 -3.31999 -0.005 -0.002 -0.008
H -0.01539 3.66223 -2.02431 0.005 -0.012 0.001
H -2.96607 4.16536 -1.96769 -0.005 -0.004 -0.003
H -2.04636 3.76671 -0.51683 0.001 0.001 -0.001
H -3.50733 2.84215 -0.93418 0.005 -0.002 0.007
H -3.02098 2.54368 -3.93716 0.001 0.000 -0.001
H -3.47734 1.20188 -2.88944 -0.004 0.005 0.001
H -2.03551 1.08028 -3.92469 -0.001 -0.003 0.003
C -2.98920 -3.15794 0.20734 -0.027 0.040 -0.027
P -1.47738 -2.52716 -0.56606 -0.206 0.162 0.030
C -0.50213 -4.00735 -0.90514 -0.025 -0.010 0.005
C -1.99693 -1.94282 -2.18886 0.069 0.021 -0.021
H -3.52364 -3.77188 -0.51976 -0.011 0.013 0.006
H -3.64701 -2.34606 0.51860 -0.019 -0.010 -0.014
H -2.76072 -3.78993 1.06440 0.005 0.011 0.014
H -1.14426 -4.72576 -1.41729 0.006 -0.017 0.007
H -0.12805 -4.47304 0.00581 -0.032 -0.024 0.010
H 0.34666 -3.74660 -1.53146 -0.023 -0.009 -0.007
H -2.41566 -2.77916 -2.74986 -0.006 -0.001 0.005
H -1.12881 -1.55383 -2.72105 -0.008 0.003 -0.001
H -2.75165 -1.16295 -2.09736 0.004 -0.005 0.009
C 3.03103 0.52471 3.40292 0.019 -0.005 -0.002
C 2.32515 0.60467 2.08294 -0.025 -0.212 0.186
O 1.23156 0.00244 2.00430 -0.224 0.552 -0.330
C 2.95266 1.33972 0.99065 -0.001 -0.040 -0.049
C 2.19492 1.87892 -0.05110 -0.020 -0.060 -0.045
C 2.81714 2.54625 -1.08636 0.021 -0.005 -0.016
C 4.20222 2.66716 -1.10409 -0.002 0.006 -0.010
C 4.96438 2.14610 -0.06939 0.003 -0.002 -0.003
C 4.34315 1.50109 0.98363 0.003 -0.017 0.012
H 2.37083 0.10408 4.15698 -0.002 0.009 -0.002
H 3.38397 1.50577 3.71771 0.008 -0.004 0.000
H 3.90871 -0.11923 3.31022 0.004 -0.006 0.002
H 1.11945 1.79626 -0.02586 -0.057 -0.032 0.011
H 2.23461 2.97464 -1.88902 -0.012 0.012 -0.011
H 4.68714 3.17702 -1.92570 0.000 0.002 0.001
H 6.04076 2.24320 -0.08277 0.001 0.002 0.000
H 4.94962 1.09794 1.78227 -0.001 0.000 0.000
```
Positions in Å, forces in eV/Å.

The HOMO-LUMO gap is 8.888 eV. The highest occupied orbital energy comes out at -0.535 hartree. The calculation puts the relative energy (zero: lowest compared OMol25 entry of this formula, charge and spin) at 15.54 kJ/mol. The total energy is -42427.4382 eV. Its total charge is +2.

---

# 2
# C3H7O2S2

A gas-phase ion, C3H7O2S2 (charge -1) (wB97M-V/def2-TZVPD, the OMol25 dataset).

XYZ file:
```
14
Properties=species:S:1:pos:R:3:forces:R:3
C -0.17871 0.60762 -1.02251 0.054 -0.169 -0.092
C 0.13989 -0.41282 1.26123 0.037 -0.065 -0.167
C -0.63024 -0.47386 -0.05235 -0.361 0.094 0.137
O -3.13119 -3.34939 1.03587 -0.095 0.310 -0.185
O -2.08450 -3.03301 -1.14693 -0.351 0.220 0.198
S -2.39965 -0.25152 0.27170 -0.430 -0.584 0.002
S -3.17157 -2.62599 -0.23885 0.682 -0.023 0.039
H -0.32027 1.58844 -0.56714 0.035 0.099 -0.017
H 0.87423 0.48869 -1.29299 0.114 0.032 -0.015
H -0.78647 0.56209 -1.92583 0.061 0.044 -0.031
H -0.08102 0.52696 1.76871 0.042 0.047 0.053
H 1.21669 -0.47588 1.08910 0.173 -0.021 0.009
H -0.16319 -1.22825 1.91298 -0.016 -0.050 0.071
H -0.52607 -1.46447 -0.51241 0.055 0.067 -0.001
```
Positions in Å, forces in eV/Å.

The HOMO-LUMO gap is 7.524 eV. The highest occupied orbital energy comes out at -0.137 hartree. The calculation puts the relative energy (zero: lowest compared OMol25 entry of this formula, charge and spin) at 25.40 kJ/mol. The total energy is -28991.7335 eV. Its total charge is -1.

---

# 3
# C2H5I2N3

2 unconnected molecules or ions with the total composition C2H5I2N3 (wB97M-V/def2-TZVPD, the OMol25 dataset).

XYZ file:
```
12
Properties=species:S:1:pos:R:3:forces:R:3
C -0.11461 0.82850 -1.03036 -0.807 0.262 4.192
C -0.39252 -0.49624 1.53523 -1.265 -2.181 2.218
N 0.95750 0.76875 -1.66879 1.214 -0.972 -2.469
N -1.26623 -1.39329 1.07620 0.172 -0.074 -0.435
N 0.30701 0.37689 0.88320 -1.570 -1.317 -5.741
I -1.93356 1.59063 -1.42343 0.246 -0.198 0.016
I 0.08275 -0.60288 3.61772 -0.237 0.142 -0.746
H 1.73824 0.22732 -1.23728 -0.207 0.746 -0.601
H 0.95974 0.98337 -2.74606 0.301 -0.376 2.365
H -1.40631 -1.36091 0.03257 -0.292 -0.603 1.637
H -1.73917 -2.16876 1.69709 1.387 2.167 -1.693
H 0.61532 1.17374 1.32083 1.056 2.404 1.258
```
Positions in Å, forces in eV/Å.

The HOMO-LUMO gap is 7.395 eV. The highest occupied orbital energy comes out at -0.646 hartree. The calculation puts the relative energy (zero: lowest compared OMol25 entry of this formula, charge and spin) at 192.47 kJ/mol. The total energy is -22805.9473 eV. Its total charge is +2.

---

# 4
# C42H112As2F12N7O14

A molecular structure, C42H112As2F12N7O14 (wB97M-V/def2-TZVPD, the OMol25 dataset).

XYZ file:
```
189
Properties=species:S:1:pos:R:3:forces:R:3
C 16.55969 17.90290 17.08717 1.501 -0.270 -0.736
O 15.74052 17.37101 16.05853 -0.407 0.908 0.761
C 14.76075 18.32132 15.61280 -0.084 0.103 1.062
C 13.94803 17.57617 14.65418 -0.987 -1.326 -1.326
N 13.59566 16.16668 15.08018 -1.324 -0.802 -0.268
H 13.49726 15.58179 14.20859 0.400 0.542 0.894
H 14.31239 15.80245 15.68547 0.942 -0.460 0.008
C 12.28384 15.92720 15.86494 -0.393 1.421 -1.570
C 12.32853 16.19455 17.33977 -0.179 0.228 0.815
O 12.48655 17.59643 17.59481 0.063 -0.551 -0.006
C 12.93876 17.89940 18.92357 -1.244 0.725 0.050
H 16.79251 18.92871 16.86755 0.313 0.625 -0.302
H 17.52104 17.33450 17.07912 -0.774 0.279 0.095
H 16.18062 17.93150 18.09007 -0.769 -0.558 0.471
H 15.17453 19.15604 15.07205 0.751 0.309 -0.278
H 14.12679 18.79889 16.37401 0.464 -0.680 0.468
H 14.51209 17.47605 13.72819 -0.211 -0.245 -0.092
H 12.99422 18.02081 14.43654 -0.229 0.570 -0.226
H 11.87060 14.95151 15.57530 0.636 0.052 0.388
H 11.58836 16.65005 15.39321 0.177 -0.266 0.392
H 13.09489 15.63754 17.88412 0.168 -0.124 -0.302
H 11.36277 15.81263 17.72704 0.268 0.336 -0.014
H 13.97914 17.64259 19.07276 0.358 -0.125 -0.058
H 12.32610 17.38825 19.69098 0.232 0.135 -0.391
H 12.77861 18.99672 19.07116 0.287 -0.935 -0.203
C 10.38399 7.89549 19.41873 -0.271 -0.604 0.450
O 10.42800 9.21465 18.90350 0.374 -0.488 -0.851
C 10.71677 9.29448 17.50073 0.714 0.781 1.045
C 10.10359 10.60769 17.12773 -1.621 0.078 -0.970
N 10.41178 11.67018 18.11721 0.041 -0.276 0.357
H 10.56952 11.12760 18.97696 -0.611 0.436 0.461
H 11.33864 12.05937 17.92283 0.023 0.246 -0.161
C 9.33978 12.76917 18.14131 0.501 -1.936 2.483
C 9.49360 13.71716 19.36863 0.836 -1.260 -1.883
O 10.87206 14.03948 19.39802 -0.661 -0.275 -1.235
C 11.36701 14.73587 20.49824 -1.492 1.082 0.938
H 9.78877 7.20590 18.80291 -0.684 0.580 0.196
H 9.98101 8.02497 20.44626 0.396 -0.591 -0.742
H 11.33385 7.35077 19.37572 0.442 0.667 0.515
H 10.24780 8.50264 16.95274 -0.310 -0.506 -0.341
H 11.78712 9.30473 17.29689 0.234 -0.254 0.201
H 9.01377 10.40327 17.10536 0.453 0.608 0.333
H 10.34222 10.99718 16.15187 0.390 -0.149 -0.422
H 8.38881 12.20201 18.23077 0.432 0.744 -0.472
H 9.52564 13.24209 17.21478 -0.445 0.820 -0.916
H 9.14790 13.27476 20.28060 -0.071 -0.500 0.655
H 8.78529 14.47279 19.08749 -0.008 1.340 0.287
H 11.34866 14.10923 21.37602 0.344 -0.326 0.426
H 10.71169 15.60635 20.75272 0.527 -0.362 -0.307
H 12.35228 15.08160 20.25685 0.515 0.022 -0.001
C 13.02066 11.68205 5.17059 0.947 1.994 1.200
O 13.39091 12.08963 6.54764 -1.286 -1.242 -0.669
C 12.28401 12.14806 7.43410 -0.012 2.285 0.628
C 11.56267 13.51387 7.33457 0.354 1.026 0.094
N 12.51439 14.69939 7.39812 1.925 -2.530 -1.122
H 12.88031 14.88644 8.30826 -0.305 0.364 1.280
H 13.42068 14.43297 6.91849 -0.891 -0.012 0.020
C 12.04061 15.86390 6.70282 -1.371 1.935 0.879
C 13.20431 16.75952 6.37348 0.030 0.431 -2.170
O 14.24283 15.93085 5.81369 0.653 0.480 0.974
C 14.13632 15.42518 4.48270 -1.623 1.276 0.418
H 14.00077 11.49831 4.70772 -0.685 0.112 -0.195
H 12.46382 12.53925 4.75085 0.468 -0.393 -0.381
H 12.37144 10.84104 5.12517 -0.303 -0.958 0.296
H 12.69543 12.16029 8.46571 -0.204 -0.646 -0.586
H 11.41247 11.48501 7.32863 0.877 -0.756 -0.206
H 10.91351 13.64217 8.21152 -0.211 -0.133 -0.545
H 11.05974 13.72906 6.37206 -0.149 -0.785 0.667
H 11.38492 16.43309 7.40423 0.060 -0.530 -0.709
H 11.48286 15.50794 5.84795 -0.109 0.250 -0.266
H 13.52187 17.23522 7.30282 0.652 -0.228 -0.283
H 12.90284 17.60210 5.64729 0.308 -1.296 0.961
H 13.29455 14.75364 4.40011 -0.466 -0.493 -0.001
H 15.01262 14.85166 4.26276 0.648 0.171 -0.183
H 13.89070 16.25750 3.80132 0.663 -0.326 -0.072
C 6.75441 25.82397 3.38852 -6.833 -1.518 -1.271
O 7.18083 26.23761 4.43791 5.220 3.065 7.384
C 6.54733 26.77086 5.72678 -1.851 -1.115 -2.964
C 7.46744 26.61939 6.91750 -0.955 -0.775 -0.376
N 7.13969 27.42424 8.15026 1.875 -0.321 0.013
H 6.14341 27.59983 8.28281 0.131 0.071 0.055
H 7.44877 26.72173 8.82372 -0.896 0.153 0.951
C 8.03308 28.62408 8.69589 0.189 -0.274 0.365
C 8.83731 28.13154 9.94731 2.613 2.555 -1.295
O 8.02273 27.45071 10.73142 -1.521 -2.831 2.457
C 8.32738 26.93420 12.15023 -0.711 0.691 -1.160
H 3.90156 19.98213 10.50068 0.116 0.089 -0.067
H 7.32200 25.59680 2.59342 2.468 -0.548 -2.520
H 5.68285 25.60844 3.39579 -0.015 -0.074 -0.708
H 5.67481 26.09695 5.80393 0.020 0.633 0.325
H 6.23724 27.77311 5.40929 0.102 -0.002 0.583
H 8.42796 26.91511 6.62066 1.607 -0.015 -0.277
H 7.38582 25.56617 7.26048 0.552 0.603 -0.489
H 7.24726 29.24925 9.00065 -0.714 1.295 0.594
H 8.68948 29.18316 7.99748 -0.627 -0.949 -0.143
H 9.26563 29.03026 10.52581 -0.463 -0.735 -1.313
H 9.71178 27.58470 9.53754 -0.090 -0.164 0.357
H 7.41175 27.32606 12.56414 -0.056 -0.403 0.843
H 9.18556 27.34954 12.72327 -0.287 0.009 -1.141
H 8.33620 25.83017 12.14444 0.093 0.674 -0.240
C 18.69614 15.72324 11.99708 -0.222 1.291 -0.588
O 19.38818 15.80745 13.22742 0.421 0.228 -0.459
C 18.72849 15.20525 14.28821 0.446 0.246 -0.023
C 19.78805 14.80890 15.27869 -0.134 0.359 0.491
N 20.57693 16.00562 15.89189 0.039 -2.705 -1.145
H 20.97752 16.54343 15.11959 -0.523 0.768 -0.431
H 20.01272 16.57858 16.48828 -0.280 0.463 0.471
C 21.86054 15.51515 16.47740 0.692 0.700 0.777
C 22.82936 16.70104 16.52457 -0.534 0.258 -0.051
O 22.69244 17.38792 15.28879 -0.021 -0.837 -0.376
C 23.41803 18.60783 15.12220 -0.807 0.461 1.591
H 17.61260 15.96798 12.12342 0.725 -0.303 -0.170
H 18.84918 14.76288 11.51438 -0.220 -0.341 0.116
H 19.16168 16.48649 11.34250 -0.411 -0.380 0.317
H 18.20536 14.30166 13.99356 -0.108 -0.397 -0.072
H 17.97664 15.88658 14.68173 -0.224 0.116 0.439
H 20.57355 14.21549 14.79828 -0.414 0.081 0.024
H 19.26973 14.21991 16.03488 0.507 0.167 0.538
H 22.25220 14.78061 15.77410 -0.160 -0.072 0.199
H 21.79960 15.11733 17.50604 -0.458 -0.074 -0.680
H 23.80247 16.21854 16.62396 0.325 0.573 0.321
H 22.54460 17.35010 17.39093 0.621 -0.254 -0.556
H 23.21155 19.07362 14.17964 -0.048 -0.413 -0.743
H 24.47388 18.51659 15.31788 0.389 -0.287 -0.135
H 22.98626 19.28750 15.85659 0.303 0.349 0.218
C 19.49683 8.59552 15.82368 0.896 -0.928 0.080
O 18.90257 8.20547 17.07295 -0.489 -0.027 -0.817
C 17.65033 7.60328 16.84962 -1.026 -1.201 0.330
C 16.92983 7.55815 18.21230 0.167 -0.715 -1.989
N 17.65228 6.73568 19.16938 2.152 2.073 2.376
H 17.87480 5.83073 18.84011 0.038 -1.310 -0.684
H 18.61117 7.19022 19.38085 -1.424 -0.754 -0.328
C 16.98556 6.65041 20.53543 -1.300 -1.332 -1.041
C 17.41370 7.75127 21.44178 -1.149 0.479 -0.375
O 18.79137 7.64725 21.44263 0.114 -0.314 -0.266
C 19.45799 8.82727 21.81170 1.994 -0.690 0.108
H 20.50588 8.99637 16.04511 -0.865 0.289 -0.040
H 18.81835 9.26668 15.27229 0.479 -0.080 0.199
H 19.72570 7.68040 15.23164 -0.472 0.494 0.104
H 17.67574 6.57266 16.36951 0.557 0.806 0.659
H 16.94849 8.12654 16.18389 0.501 0.577 0.048
H 15.95012 7.08389 18.09594 -0.026 0.580 0.016
H 16.93688 8.56898 18.55666 -0.547 0.572 0.516
H 17.26308 5.66605 20.92581 0.016 0.283 0.166
H 15.89360 6.63842 20.34524 0.579 0.055 0.209
H 16.82388 7.59855 22.39147 1.050 0.322 -0.437
H 17.14872 8.74096 21.00637 -0.250 -0.390 0.362
H 19.50514 8.80044 22.88894 -0.024 0.830 0.434
H 19.04777 9.72765 21.36659 -0.348 0.133 0.124
H 20.49868 8.69374 21.43802 -0.659 0.264 0.293
C 24.21493 12.86983 7.05109 -0.889 3.132 -1.497
O 23.96119 11.80828 6.16564 0.956 -1.853 0.758
C 24.03842 12.12586 4.82505 -3.007 1.605 -1.122
C 24.56889 11.01368 4.04261 1.153 -3.084 0.281
N 23.72267 9.67814 4.18832 -1.134 4.249 -0.057
H 23.35991 9.89729 5.16003 0.508 -1.673 -0.683
H 22.85117 9.73376 3.60148 1.227 -0.091 0.417
C 24.53800 8.48768 3.94682 -0.252 -1.139 0.596
C 24.73485 7.92872 5.37707 -3.417 -1.923 -2.510
O 23.51276 7.90196 6.06195 -2.612 2.443 -5.280
C 23.20926 7.30409 7.14754 1.972 -7.038 7.867
H 24.03822 12.64296 8.09422 -0.563 -0.459 -0.149
H 23.50358 13.67808 6.59853 1.092 -0.698 1.714
H 25.23449 13.32853 7.02954 -0.428 -0.769 -0.481
H 24.79303 12.86993 4.58814 -0.294 0.927 0.221
H 22.92269 12.44547 4.46625 2.606 -0.298 0.479
H 25.57112 10.76201 4.49300 -0.992 -0.064 -0.401
H 24.73706 11.14005 2.99348 -0.188 0.574 -0.577
H 25.46788 8.72813 3.40019 -0.227 0.232 0.801
H 24.01096 7.86587 3.20482 -0.073 -0.235 0.900
H 25.28442 8.49128 5.94243 3.904 3.824 2.798
H 25.13382 6.99690 5.42062 1.378 -2.981 -0.499
H 24.22625 7.17444 7.78376 -2.497 1.145 -0.281
H 23.05148 5.87246 7.43080 0.284 2.964 -2.308
H 22.22949 7.45280 7.70689 1.595 1.161 -1.098
As 13.03857 15.58937 10.96748 -1.204 0.745 0.307
F 11.44627 15.15250 10.17730 1.840 0.758 0.624
F 12.38802 17.11646 11.65054 0.255 -1.365 -0.787
F 14.55021 16.02761 11.78877 -0.556 -0.741 -0.557
F 13.67618 14.07555 10.27855 -0.224 1.255 0.511
F 13.55843 16.46629 9.52970 -0.342 -0.639 0.455
F 12.49765 14.77614 12.41771 0.362 0.038 -0.190
As 14.79259 12.28233 16.95384 1.686 -0.831 -3.110
F 14.47088 12.28215 15.17375 0.236 0.510 1.670
F 15.28152 10.61518 16.75119 -0.499 0.060 0.482
F 15.04036 12.25968 18.61624 -0.020 -0.317 1.307
F 14.48142 13.97911 17.05572 -0.652 0.504 -0.313
F 13.12470 11.84488 17.18086 -0.490 0.052 0.135
F 16.48573 12.69004 16.71422 -0.301 0.127 -0.219
```
Positions in Å, forces in eV/Å.

The HOMO-LUMO gap is 1.514 eV. The highest occupied orbital energy comes out at -0.357 hartree. The calculation puts the relative energy (zero: lowest compared OMol25 entry of this formula, charge and spin) at 1061.34 kJ/mol. The total energy is -238696.4404 eV. Its total charge is +5.